An isolated molecule of C4H4O2, computed with the ωB97M-V functional and the def2-TZVPD basis.

frontier orbital gap	0.3978	hartree
2S+1	1
energy above the lowest of the compared OMol25 structures with the same formula, charge and spin	3.910	eV
structure (SMILES)	O1[C@H]2[C@@H]1[C@H]1O[C@@H]21
F_max	0.6	eV/A
electronic energy	-8303.16730	eV
net charge	0
HOMO	-9.729	eV
LUMO level	1.095	eV

Geometry as XYZ:
```
10
C4H4O2 (the ωB97M-V functional and the def2-TZVPD basis)
O 1.101 -0.699 1.036
H 1.881 0.300 -0.751
H -0.396 2.074 -0.288
C 1.047 0.161 -0.078
C -1.054 -0.150 -0.010
C -0.237 1.055 0.047
H -1.978 -0.337 -0.544
H 0.406 -1.987 -0.536
O -1.004 0.622 1.166
C 0.235 -1.040 -0.042
```


An isolated molecule of C4H4O2, computed with the ωB97M-V functional and the def2-TZVPD basis.

frontier orbital gap (alpha / beta)	0.2864 / 0.2863	hartree
2S+1	1
energy above the lowest of the compared OMol25 structures with the same formula, charge and spin	4.886	eV
F_max	0.5	eV/A
electronic energy	-8302.19084	eV
net charge	0
HOMO (alpha / beta)	-8.216 / -8.214	eV
LUMO level (alpha / beta)	-0.423 / -0.424	eV

Geometry as XYZ:
```
10
C4H4O2 (the ωB97M-V functional and the def2-TZVPD basis)
C -0.272 0.279 0.393
O 2.184 1.246 0.841
O 0.557 0.649 -0.631
H -2.688 -1.912 -0.595
C -1.405 -0.462 0.141
H 0.079 0.536 1.386
H 2.308 1.454 -1.189
C -2.471 -0.846 -0.501
H -0.730 -1.135 0.865
C 1.776 1.151 -0.278
```


An isolated molecule of C4H4O2, computed with the ωB97M-V functional and the def2-TZVPD basis.

frontier orbital gap	0.4170	hartree
2S+1	1
energy above the lowest of the compared OMol25 structures with the same formula, charge and spin	1.509	eV
structure (SMILES)	C#CCOC=O
F_max	0.5	eV/A
electronic energy	-8305.56871	eV
net charge	0
HOMO	-10.449	eV
LUMO level	0.898	eV

Geometry as XYZ:
```
10
C4H4O2 (the ωB97M-V functional and the def2-TZVPD basis)
O 2.063 0.356 -1.484
C -0.315 -0.296 -0.401
O 0.913 -0.331 0.345
H -0.216 0.421 -1.221
C -2.318 0.386 1.218
H -0.483 -1.285 -0.839
H 2.875 -0.018 0.351
H -3.124 0.668 1.861
C -1.408 0.070 0.498
C 2.013 0.029 -0.328
```